[1]
164
Properties=species:S:1:pos:R:3:forces:R:3 method="wB97M-V/def2-TZVPD" homo_energy_ev=-8.67 max_force_ev_per_a=10.191 mol_weight_g_mol=3491.4 spin_multiplicity=1
Cl 4.403418 1.520379 -15.365439 -0.1 0.0 0.0
Cl 5.762116 3.327097 5.990526 1.2 -0.4 1.0
Cl -4.278026 2.779783 8.430768 0.2 0.0 0.0
Cl 1.130888 6.509528 -3.034520 -0.1 -0.1 -0.1
Cl 12.548464 1.295164 7.813313 -0.2 0.0 0.1
Cl -8.103815 3.453390 2.086085 0.2 -0.4 0.3
Cl -1.344205 -4.344338 1.350450 0.2 0.0 -0.2
Cl 4.109172 1.712546 -6.795641 0.0 0.2 0.1
Cl 5.334984 2.259038 -4.210570 -0.1 0.1 -0.2
Cl -5.579471 -8.636572 4.648132 -0.4 -0.1 0.0
Cl 9.901545 2.456863 8.171303 0.9 -0.1 0.9
Cl 6.195618 6.755755 4.352265 -0.1 0.0 -0.1
Cl -5.199741 -9.082485 10.883114 0.1 -0.1 0.1
Cl -1.921106 -15.611491 9.304069 0.0 0.1 -0.2
Cl -12.227998 6.741507 1.187812 0.2 0.0 0.0
Cl 7.543580 -5.652835 -13.348650 0.1 0.1 0.2
Cl 0.994713 -6.120723 -5.321116 -0.2 -0.1 0.1
Cl -12.183225 2.556229 3.216876 0.0 -0.4 0.2
Cl -3.853951 -11.602249 10.314347 -0.3 0.0 0.6
Cl 6.477868 6.822573 1.454033 -0.1 0.1 0.1
Cl 1.382139 4.897626 -5.447506 -0.1 0.0 0.0
Cl -0.990828 -8.236784 -5.573131 0.0 0.2 0.1
Cl 0.445974 1.717377 -8.778522 0.1 -0.1 -0.2
Cl 0.406829 -5.575024 -0.625123 0.0 0.2 0.3
Cl -5.937196 -7.985923 7.464610 -0.1 0.0 -0.2
Cl 9.573796 2.959232 -9.104885 0.0 0.1 0.2
Cl 1.166853 -3.057607 0.627407 -0.2 -0.2 -0.1
Cl -8.965408 0.710696 -0.218372 -0.1 -0.2 0.0
Cl 4.345152 -2.435366 -11.102062 0.2 -0.1 -0.3
Cl -8.706767 -1.829707 -1.619556 -0.1 0.1 0.2
Cl 6.094713 3.828607 -6.543626 -0.1 0.0 0.0
Cl -3.664033 6.373263 -4.811426 -0.4 0.1 0.0
Cl -10.317861 0.320362 3.146791 -0.1 0.1 0.1
Cl -0.996582 -7.087067 3.161157 -0.1 -0.3 0.2
Cl 0.455795 6.805662 7.978051 0.2 -0.1 -0.1
Cl 2.966853 8.092393 7.255009 -0.1 -0.2 0.1
Cl 10.920894 3.121551 -6.527566 -0.2 0.1 -0.1
Cl 2.206829 5.574976 6.002479 0.5 1.1 1.8
Cl -2.037702 -9.710510 8.572628 0.3 0.2 -0.2
Cl -7.326628 4.142114 4.807389 -0.1 -0.2 0.0
Cl 4.706760 4.874814 2.700229 0.7 1.4 -0.9
Cl -2.161351 2.019267 -0.539908 0.1 -0.1 -0.4
Cl 0.473357 -8.423779 7.849585 -0.1 -0.2 0.1
Cl -4.460136 6.322374 0.090544 0.1 -0.1 0.1
Cl 3.662116 4.421275 -18.760064 0.2 -0.1 0.1
Cl -1.824539 3.767521 7.210672 0.0 -0.2 0.0
Cl 8.134592 4.680387 7.002377 -0.2 0.0 -0.1
Cl -2.521106 -7.884651 5.511323 0.2 0.2 -0.2
Cl -6.450646 -5.968675 5.427219 -0.1 -0.2 0.1
Cl -9.737030 5.525840 0.292760 -0.2 0.2 0.0
Cl -4.935732 3.514183 0.700258 0.2 0.3 0.0
Cl 10.898158 5.427611 -8.306731 -0.1 -0.1 0.1
Cl -4.561351 5.430631 2.861491 0.1 -0.1 -0.2
Cl 2.878894 0.722796 -13.015272 -0.5 0.8 -0.3
Cl 4.446367 -1.543623 -13.873009 0.7 -1.0 -0.1
Cl -2.535732 0.102819 -2.701140 0.1 0.2 0.1
Cl -3.043615 1.305667 6.242825 0.3 0.0 2.0
Cl 10.277280 -0.419462 8.434311 0.1 0.2 0.1
Cl -5.024326 -11.136733 12.940582 0.1 0.1 -0.1
Cl 8.393233 2.139984 5.601193 -0.6 0.1 -0.4
Cl -2.060136 2.911011 -3.310854 0.0 0.0 0.0
Cl 7.752354 -3.505075 -11.392343 0.3 -0.2 0.2
Cl -10.506720 5.372981 3.097769 -0.1 0.6 -0.1
Cl 2.466503 -0.289607 -9.389555 -0.2 0.2 0.0
Cl 6.293233 3.234162 -19.149397 -0.1 0.1 0.2
Cl -6.184239 1.794259 3.516606 -1.0 0.7 -0.1
Cl -11.337884 -0.642595 -1.230223 0.2 -0.1 0.1
Cl 3.970771 -4.351814 -13.263295 0.1 0.1 0.1
Cl -0.286668 -10.941196 6.597055 0.1 0.2 0.2
Cl 9.992561 -4.087283 -13.160503 -0.2 -0.1 0.2
Cl -3.155238 -5.394296 4.140242 0.1 -0.2 0.0
Cl 2.799022 2.445995 -10.332831 -0.2 0.0 0.3
Cl 6.034592 5.774566 -17.748213 -0.1 -0.2 0.0
Cl -2.555238 -13.121136 7.932987 0.0 -0.4 -0.2
Cl -10.569112 1.932264 5.559777 -0.1 -0.1 -0.1
Cl -3.331513 9.108866 -5.754703 -0.2 -0.1 0.0
Cl -0.483225 7.133493 -5.377422 0.4 -0.2 0.1
Cl 0.234984 -7.690291 -2.988060 -0.1 0.0 -0.3
Cl 2.244762 3.213151 -14.386354 0.1 -0.2 -0.1
Cl -0.396582 -14.813908 6.953902 -0.2 0.0 0.1
Cl -5.684561 8.380247 -4.200394 0.1 -0.1 -0.2
F 1.955294 -1.630087 3.560565 3.8 0.2 -2.7
O -1.044701 4.405973 2.710595 2.4 -7.5 1.5
O 0.619827 0.036525 0.241276 -1.2 3.0 7.5
O 3.948496 -2.843269 2.836494 -5.6 8.5 -0.5
C -1.985972 -14.787552 7.736709 -0.1 0.0 0.0
C -3.058245 1.791292 3.809154 2.3 -2.9 -3.6
C -1.624737 1.822489 3.001184 -1.6 -2.6 0.1
C -10.554379 6.358701 1.626108 0.1 0.0 0.1
C 0.337298 -4.606372 0.856963 0.2 -0.1 0.0
C -2.585972 -7.060712 3.943963 0.0 -0.1 0.1
C -11.424776 1.262276 4.160318 -0.3 0.0 -0.1
C -1.927194 -0.982326 2.230794 -1.1 4.1 1.8
C 3.106298 0.943175 2.469549 -1.0 2.9 1.2
C 4.804067 -2.872426 -12.756776 0.0 -0.1 -0.3
C 3.638438 -0.431332 1.752063 -1.4 0.5 1.0
C -6.521569 -7.695663 5.817252 -0.1 0.1 0.1
C -4.209957 -10.389125 11.555834 0.1 -0.1 0.0
C 1.534288 1.412695 2.323316 1.8 1.6 1.8
C -2.747875 2.324185 7.662262 0.0 -0.2 0.4
C 5.370802 6.514398 2.802763 0.1 0.2 -0.3
C -3.371268 -1.016289 3.048653 2.7 3.7 -0.1
C 8.631565 -4.776120 -12.258989 0.1 -0.1 -0.1
C 2.033559 3.699521 4.006138 1.0 -4.4 -2.7
C 7.378750 3.110036 6.682638 0.1 0.0 0.0
C 0.275224 5.839540 -4.433979 -0.1 0.2 0.1
C 2.814028 1.546735 -14.582632 -0.2 0.0 0.1
C 3.215135 -1.701571 2.744628 3.6 -6.6 0.9
C -1.092241 0.438960 2.226592 -1.9 -0.3 1.4
C -1.702437 1.582208 -2.194621 0.2 -0.1 0.2
C 11.010602 1.173992 8.684994 0.0 -0.1 0.1
C 4.774431 2.966619 -5.735248 -0.1 -0.1 0.0
C -4.102437 4.993571 1.206777 0.1 -0.1 -0.1
C -3.894551 0.354098 3.812664 2.9 -1.1 -2.0
C -9.721250 -0.859655 -0.538110 0.0 0.1 0.0
C 0.389294 0.553153 1.458512 0.5 -1.3 -3.5
C -0.620975 3.158604 2.927605 -1.1 3.5 -0.8
C -7.622868 2.817459 3.668429 -0.2 0.0 -0.2
C 5.278750 4.204214 -18.067951 0.0 0.0 0.1
C -0.325569 -6.982711 -4.512738 0.0 0.1 0.0
C 1.632965 1.161821 -9.971021 0.0 0.2 0.0
C -0.356199 -9.972544 8.079141 0.1 0.0 -0.1
C -4.497571 7.824691 -5.392893 0.0 0.0 0.0
C 1.002549 2.795643 3.099347 2.8 -1.0 0.4
C 4.184488 1.831226 3.385196 -4.7 1.4 -0.2
C 9.990710 4.013844 -7.743409 0.0 0.0 0.0
C 3.614795 3.202975 4.136392 -2.7 -3.1 -1.4
C 2.137298 6.543628 7.484565 0.0 0.3 0.3
H 5.880773 -3.059295 -12.777585 -0.5 0.1 0.0
H -3.264896 -9.962365 11.901352 -0.3 -0.1 -0.1
H -3.426093 2.771876 4.343563 0.6 -2.3 -1.6
H 5.308704 1.493409 3.523200 -2.7 0.8 -0.4
H -7.563988 -8.019218 5.759599 0.4 0.1 0.0
H -3.971790 -2.039997 3.089877 1.3 2.6 0.0
H 5.178438 3.670747 -17.119269 0.0 0.2 -0.3
H 9.063572 4.361673 -7.280723 0.3 -0.1 -0.2
H -3.025730 4.806702 1.185968 -0.3 0.1 0.1
H 0.154342 -10.522187 8.874056 -0.2 0.2 -0.3
H 7.278438 2.576568 7.631321 0.0 0.2 -0.3
H -0.510574 5.172555 -4.070246 0.3 0.2 -0.1
H 11.209238 1.297567 9.752666 -0.1 -0.1 -0.4
H 1.102665 0.908514 -10.892578 0.2 0.1 0.3
H -1.118849 -6.265094 -4.288280 0.3 -0.3 -0.1
H 0.847839 -5.156015 1.651878 -0.2 0.2 -0.2
H -2.158815 1.749657 8.381689 -0.2 0.3 -0.2
H 3.108141 -0.622683 0.726389 0.8 0.4 2.0
H 9.027071 -5.483003 -11.525136 -0.2 0.3 -0.2
H -3.293973 -7.593374 3.303921 0.2 0.2 0.2
H -10.026744 7.295662 1.821949 -0.2 -0.3 -0.1
H -4.917077 0.272525 4.412940 2.9 0.0 -1.3
H 3.981151 3.684236 -5.510790 0.3 -0.2 -0.1
H 4.543403 7.225694 2.738584 0.3 -0.2 0.0
H -9.821562 -1.393123 0.410572 0.0 0.2 -0.3
H -1.457872 -1.909744 1.674701 -1.2 2.2 1.3
H -8.441110 2.205742 4.056930 0.3 0.2 -0.1
H -5.027870 7.571384 -6.314450 0.2 0.1 0.3
H 4.384091 3.813441 4.814753 -3.0 -1.5 -2.2
H -0.625730 1.395338 -2.215430 -0.4 0.0 0.0
H 2.647839 5.993985 8.279480 -0.2 0.2 -0.3
H -2.693973 -15.320214 7.096666 0.3 0.2 0.2
H 4.788903 -0.369263 1.545171 -2.3 -0.5 0.9
H -12.210574 0.595291 4.524052 0.3 0.2 -0.1
H 2.106027 1.014073 -15.222675 0.3 0.2 0.2
H 1.673866 4.655374 4.580484 0.2 -2.9 -2.6

---

[2]
86
Properties=species:S:1:pos:R:3:forces:R:3 method="wB97M-V/def2-TZVPD" total_charge=-1 homo_energy_ev=-3.74 max_force_ev_per_a=0.960 mol_weight_g_mol=800.6 de_lowest_ev=3.770 spin_multiplicity=1
Pd -0.703608 -0.188895 0.059208 -0.5 0.0 -0.3
Cl -8.462371 -1.772972 -0.198539 0.1 0.0 0.0
P 1.481477 -1.537215 1.981154 0.0 -0.2 0.2
P 1.571314 0.348823 -1.510780 0.3 0.1 0.0
O -2.596377 -2.111030 -0.150504 -0.3 -0.2 -0.5
N -2.668339 0.747024 -0.929439 0.2 0.0 0.1
N -1.050361 2.767429 0.259414 0.2 0.1 -0.2
C 2.072426 3.262172 -1.275816 -0.1 -0.1 0.1
C -4.551563 -0.768339 -0.517513 -0.1 -0.1 0.0
C -5.965570 -0.750578 -0.529697 0.1 0.1 0.0
C -3.840154 -1.981187 -0.145633 -0.2 0.0 0.0
C 3.158383 1.522652 -3.659503 0.0 -0.1 0.0
C 2.929380 -3.675787 3.029581 0.0 0.0 0.0
C -6.705432 -1.835015 -0.161260 0.0 -0.1 0.0
C 0.759653 -3.432687 4.016261 0.0 0.0 0.0
C -0.686056 3.386174 -3.424827 0.0 0.0 0.0
C 1.709960 -2.995904 3.093480 0.0 0.0 0.0
C 0.049278 0.252137 3.488670 -0.1 0.1 0.0
C -3.915121 0.442667 -0.959174 0.0 0.3 0.2
C -0.312508 3.327106 -2.074525 0.1 0.0 0.0
C 2.049872 4.214209 1.804100 -0.1 0.0 0.0
C -1.145622 2.653578 -1.169506 -0.1 -0.1 0.2
C -1.057573 0.942106 3.951805 0.1 -0.1 0.0
C 0.631290 4.110492 1.476605 0.1 0.0 0.2
C 1.050050 -2.390436 0.392237 0.2 0.2 -0.1
C 3.186406 -4.770084 3.845341 0.0 0.0 0.0
C 1.959696 -0.506803 -4.089885 0.0 0.1 0.0
C -1.369946 -1.130578 2.096949 0.3 -0.3 0.3
C 3.312599 0.466383 -5.823825 0.0 0.0 0.0
C 1.029772 3.911816 -1.792067 -0.1 -0.1 -0.1
C -2.482674 -0.415853 2.567600 0.0 0.0 0.0
C -2.541180 1.940760 -3.024149 0.1 -0.1 0.0
C 1.113307 1.884860 0.617281 -0.2 -0.2 -0.1
C 2.031768 1.934099 -0.589725 -0.3 0.0 0.0
C -2.174691 1.822991 -1.683858 -0.1 0.0 -0.1
C 1.018282 -4.522100 4.842389 0.0 0.1 -0.1
C -0.083133 -0.792915 2.559015 0.1 0.1 -0.1
C -6.058532 -3.018235 0.248019 0.0 0.1 0.0
C 2.308669 0.516895 -3.200190 -0.1 -0.1 -0.1
C 0.199721 3.009428 0.844675 0.0 -0.2 -0.2
C -1.819002 2.750263 -3.888455 0.0 0.0 0.0
C 2.462556 -0.540538 -5.381949 0.0 0.0 0.0
C 2.229695 -5.194634 4.759141 0.0 0.0 0.0
C -2.329435 0.613665 3.474022 0.0 0.0 0.0
C 2.577200 1.986683 0.856674 0.0 0.2 0.0
C 2.184408 -2.345463 -0.639657 -0.1 0.2 0.0
C 2.792159 -0.946414 -0.885453 -0.2 0.0 0.1
C 3.653010 1.497058 -4.960752 0.0 0.0 0.1
C -4.696268 -3.081852 0.260079 0.0 0.0 0.0
C 2.963870 3.284164 1.477359 0.1 -0.1 0.0
H 1.269914 -1.277906 -3.757832 0.0 0.0 0.0
H 1.788603 -2.729873 -1.585411 0.0 -0.1 0.0
H 3.595738 -1.027228 -1.616126 0.1 0.0 0.0
H -0.046011 3.929738 -4.111294 0.0 0.0 0.0
H -0.933829 1.738786 4.675968 0.0 0.0 0.0
H -4.612824 1.204931 -1.335525 0.0 -0.1 -0.2
H 2.385429 5.121251 2.295824 0.0 0.0 0.0
H 1.207418 4.894964 -2.220870 0.0 0.0 0.0
H 4.137463 -5.285853 3.778095 0.0 0.0 0.0
H -3.329899 1.297612 -3.397273 0.0 0.0 0.0
H 3.229657 -0.574609 0.039807 0.0 0.0 0.0
H -0.189764 -2.914901 4.087364 0.0 0.0 0.0
H -2.096637 2.819743 -4.933895 0.0 0.0 0.0
H 3.444122 2.329511 -3.001585 0.0 0.0 0.0
H 0.711450 -3.407146 0.584322 0.0 -0.1 -0.1
H -1.542187 -2.030788 1.519179 0.0 0.1 0.1
H -6.654674 -3.871727 0.551779 0.0 0.0 0.0
H -3.197898 1.167886 3.812435 0.0 0.0 0.0
H -0.024521 4.951574 1.671982 0.0 0.0 -0.1
H 3.688739 -3.335261 2.331094 0.0 0.0 0.0
H 3.104754 1.119787 1.233893 -0.1 -0.1 0.0
H -3.467853 -0.684922 2.204242 0.0 0.0 0.0
H 3.701703 0.449404 -6.835089 0.0 0.0 0.0
H 3.028667 3.776796 -1.246596 0.0 0.0 0.0
H 0.615839 0.879651 0.735209 0.5 0.8 0.3
H 1.042621 0.535361 3.823561 0.0 0.0 0.0
H 2.992842 -3.021148 -0.344774 0.1 0.0 0.0
H -4.193180 -3.990826 0.569198 0.0 0.0 0.0
H -1.844682 3.234516 0.663651 -0.1 0.1 0.1
H 2.430115 -6.041772 5.405013 0.0 0.0 0.0
H -6.472093 0.158607 -0.838879 0.0 0.0 0.0
H 2.184059 -1.346734 -6.051279 0.0 0.0 0.0
H 0.266410 -4.848304 5.552080 0.0 0.0 0.0
H 4.314533 2.287643 -5.297756 0.0 0.0 0.0
H 4.001883 3.431641 1.761098 -0.1 0.0 0.0
H 0.193409 -1.830521 -0.055994 0.1 -0.6 0.1

---

Number 1: HOMO-LUMO gap 6.99 eV. Number 2: HOMO-LUMO gap 6.36 eV.